1:
The following is a quantum chemistry calculation of a structure of composition C38H48N2O2SbSe5W, from OMol25.

Output
Highest occupied orbital energy (eV): -10.468

Geometry as ORCA input:
```
! RIJCOSX wB97M-V def2-TZVPD def2/J DEFGRID3
* xyz 1 1
W -1.99 0.87 -0.58
Sb -3.92 4.96 1.13
Se 0.35 0.29 -2.03
Se -3.45 2.72 0.10
Se -4.94 6.32 -0.42
Se -2.62 1.07 -2.77
Se -3.56 5.03 3.41
O -1.59 -1.05 -0.28
O -0.50 1.89 0.19
N -2.32 0.41 1.77
N -4.10 -0.14 -0.14
C 4.84 3.23 -1.26
C -0.73 -3.30 -0.31
C 2.67 3.68 -0.04
C -4.41 -0.51 1.12
C 1.54 5.60 1.70
C 5.48 2.20 -2.20
C -6.18 -1.05 -0.89
C -0.62 -1.93 -0.64
C -2.70 -0.11 4.45
C 1.62 -5.68 -3.02
C 1.47 -2.34 -1.82
C 2.37 -4.71 -2.09
C 1.45 1.48 -1.04
C 5.67 3.31 0.02
C -1.50 0.41 4.00
C -1.79 -5.37 0.70
C -6.47 -1.48 0.39
C -3.46 -0.14 2.18
C 1.38 -3.69 -1.55
C -1.91 -3.87 0.47
C 0.28 -4.12 -0.80
C -0.39 5.22 0.19
C 0.60 4.53 1.15
C -5.58 -1.19 1.41
C 1.35 3.47 0.35
C -1.96 -3.20 1.86
C 3.49 -4.05 -2.89
C -0.16 3.93 2.33
C -1.35 0.67 2.66
C 4.84 4.59 -1.96
C -4.99 -0.39 -1.11
C 3.40 2.86 -0.90
C -3.21 -3.62 -0.31
C 0.76 2.30 -0.16
C -3.70 -0.39 3.53
C 2.75 1.76 -1.44
C 0.48 -1.48 -1.35
C 2.99 -5.49 -0.93
H 5.66 2.36 0.56
H 2.32 5.17 2.33
H 3.17 4.56 0.33
H 2.32 -6.41 -3.44
H 5.50 1.20 -1.75
H -2.86 -0.32 5.50
H 4.21 4.58 -2.85
H 5.31 4.09 0.69
H 0.21 -5.18 -0.58
H 0.52 3.39 3.00
H -3.20 -4.17 -1.25
H 2.29 -1.94 -2.39
H 0.14 5.76 -0.59
H -2.87 -3.48 2.38
H -5.81 -1.50 2.42
H -0.87 -5.64 1.23
H -1.11 -3.51 2.46
H -0.44 1.10 2.26
H -1.93 -2.11 1.78
H 4.08 -3.37 -2.27
H -4.64 -0.79 3.86
H -7.38 -2.03 0.60
H 0.96 6.29 2.31
H 6.71 3.54 -0.22
H -4.73 -0.03 -2.10
H 1.16 -5.15 -3.85
H -4.06 -3.97 0.28
H 0.84 -6.23 -2.49
H 2.23 -6.04 -0.36
H -6.85 -1.23 -1.72
H 4.96 2.14 -3.15
H -2.62 -5.70 1.32
H 3.70 -6.22 -1.30
H -0.69 0.62 4.69
H 6.51 2.49 -2.40
H -3.35 -2.57 -0.54
H 2.02 6.18 0.91
H -1.05 4.49 -0.30
H -0.95 3.25 2.01
H -1.83 -5.94 -0.23
H 3.11 -3.50 -3.75
H 3.24 1.11 -2.15
H 4.49 5.39 -1.31
H -1.00 5.93 0.74
H 5.86 4.85 -2.27
H 3.51 -4.83 -0.24
H -0.63 4.73 2.90
H 4.17 -4.82 -3.26
*
```



2:
The following is a quantum chemistry calculation of a structure of composition C38H48N2O2SbSe5W, from OMol25.

Output
Highest occupied orbital energy (eV): -10.485

Geometry as ORCA input:
```
! RIJCOSX wB97M-V def2-TZVPD def2/J DEFGRID3
* xyz 1 1
W 1.54 0.55 1.86
Sb 1.92 -2.72 5.03
Se 3.72 -4.09 5.56
Se 3.52 1.63 1.98
Se 2.66 -0.51 4.12
Se 1.93 1.01 -0.78
Se -0.34 -3.03 5.49
O 1.68 -1.19 1.07
O 0.01 1.61 1.26
N 0.85 1.84 3.67
N -0.30 -0.39 2.82
C 1.67 -2.10 -5.32
C 0.69 -4.18 -4.39
C -1.98 3.28 -3.81
C 3.18 -3.91 -4.53
C 2.01 -3.47 -1.75
C 1.21 -4.13 1.73
C -0.48 2.06 0.07
C -0.88 0.20 3.88
C -2.11 4.81 -3.85
C -0.21 2.16 -2.35
C -0.69 2.12 5.46
C 1.42 2.99 4.02
C 1.00 3.75 5.09
C -2.10 -0.25 4.37
C 2.36 -4.04 0.71
C 2.63 -5.46 0.19
C -1.41 2.84 -2.47
C 1.87 -2.61 -2.85
C -0.21 1.41 4.38
C 1.85 -3.19 -4.26
C 1.79 -1.26 -2.58
C -1.10 2.84 -4.98
C -3.37 2.64 -3.99
C -0.95 -1.37 2.19
C -2.77 -1.26 3.71
C 2.02 -3.07 -0.42
C -3.73 4.02 0.87
C -1.68 2.80 -0.01
C 1.82 -1.70 -0.20
C -3.03 1.88 1.87
C -2.19 -1.82 2.58
C 0.22 1.78 -1.09
C 3.64 -3.55 1.40
C -0.07 3.30 5.84
C 1.77 -0.82 -1.27
C -2.09 3.16 -1.29
C -2.51 3.17 1.22
C -1.65 3.98 2.20
H 2.26 3.32 3.42
H -1.13 5.28 -3.72
H 1.05 -3.18 2.24
H 0.27 -4.41 1.25
H -1.55 3.15 -5.92
H -4.06 2.96 -3.21
H 1.76 -0.53 -3.39
H 3.92 -4.22 2.21
H -4.42 3.50 0.20
H 3.52 -2.55 1.84
H -3.79 2.94 -4.95
H 3.18 -4.32 -5.54
H 2.50 -1.38 -5.31
H 0.66 -4.60 -5.39
H -4.27 4.26 1.79
H -3.53 2.11 2.82
H 2.14 -4.53 -1.96
H 0.79 -5.01 -3.69
H -0.27 -3.69 -4.19
H -2.52 5.13 -4.80
H -3.30 1.55 -3.97
H -1.54 1.76 6.02
H -0.11 3.29 -4.93
H 3.34 -4.74 -3.84
H -0.45 -1.79 1.33
H -0.99 1.75 -5.02
H -1.33 4.91 1.74
H 3.47 -5.48 -0.49
H -2.24 4.22 3.09
H -0.77 3.42 2.51
H 4.47 -3.51 0.69
H 1.75 -5.88 -0.31
H -3.72 -1.60 4.07
H 2.87 -6.10 1.04
H 1.65 -2.55 -6.31
H 1.51 4.67 5.33
H 0.39 1.92 -3.22
H -2.68 -2.60 2.03
H -2.22 1.18 2.07
H -2.54 0.20 5.25
H -3.75 1.38 1.22
H 1.44 -4.89 2.49
H -0.43 3.86 6.69
H -3.01 3.72 -1.38
H 4.02 -3.23 -4.43
H 0.74 -1.55 -5.18
H -3.44 4.97 0.41
H -2.77 5.17 -3.06
*
```



Each structure's energy above the most stable one, in eV: 1 1.299; 2 0.000.